C33H46Cl3IrN4O2SSi | wB97M-V/def2-TZVPD

Element x y z (Å)
Ir 0.609 -0.107 0.493
Cl 4.309 -2.455 -0.557
Cl 5.290 0.147 0.185
Cl 2.634 -0.506 -2.312
S 1.781 1.885 0.218
Si 2.692 -0.843 -0.238
O 1.068 -0.166 2.943
O -1.051 1.026 1.321
N 1.157 4.429 0.421
N -0.687 3.125 0.418
N 1.798 -2.804 -0.210
N -0.791 -1.665 -0.508
C 2.633 -4.683 -1.291
C -1.763 -0.122 -2.915
C -4.764 3.554 -0.296
C -3.092 -1.838 0.306
C 1.249 -4.595 -1.546
C 0.811 -3.436 -0.929
C 0.639 3.198 0.400
C -2.647 -0.671 -1.801
C 3.088 4.822 -1.082
C -2.729 -2.648 1.548
C -2.908 2.300 0.587
C -2.199 -1.362 -0.665
C 0.271 5.601 0.468
C 2.591 4.707 0.352
C 5.684 -1.407 -0.489
C 6.017 -3.838 1.169
C -4.922 -0.957 -1.013
C -4.019 -0.476 -1.942
C -3.399 3.380 -0.145
C 2.895 -3.525 -0.599
C -3.795 1.406 1.174
C -0.916 1.063 -2.455
C -5.647 2.663 0.303
C -0.483 -2.818 -0.992
C -4.453 -1.633 0.096
C -5.162 1.594 1.040
C -0.899 -1.171 -3.626
C 4.980 -2.785 1.022
C 4.444 -2.115 2.228
C -1.502 -2.192 2.339
C -2.640 -4.144 1.226
C -0.197 5.913 1.879
C -1.443 2.098 0.763
H -0.812 5.100 2.262
H -5.155 -2.016 0.828
H -1.799 -4.355 0.563
H -1.587 -2.563 3.364
H 0.744 0.687 3.259
H -0.624 -0.806 -4.618
H 0.028 -1.367 -3.088
H 0.838 6.435 0.054
H 0.642 -5.296 -2.097
H -5.142 4.389 -0.870
H 5.234 -1.957 2.961
H 3.126 3.923 0.886
H -0.792 6.827 1.883
H 3.953 -1.161 2.021
H -5.984 -0.803 -1.154
H -6.715 2.809 0.198
H -3.551 -4.498 0.743
H -1.441 -1.103 2.367
H 0.517 -0.837 3.363
H 5.661 -4.606 1.861
H 0.651 6.058 2.551
H -3.585 -2.520 2.216
H 2.585 5.636 -1.606
H -5.850 0.901 1.507
H 6.657 -1.472 -0.959
H -3.405 0.575 1.743
H -2.702 4.077 -0.590
H -2.491 -4.721 2.141
H 6.264 -4.320 0.219
H -1.436 -2.112 -3.758
H 4.075 -2.266 -1.894
H 5.154 -3.433 -1.099
H 6.924 -3.391 1.572
H -2.463 0.264 -3.659
H -0.275 0.790 -1.611
H -0.580 5.408 -0.181
H 4.159 5.025 -1.092
H -4.380 0.051 -2.817
H 2.908 3.896 -1.628
H -1.544 1.900 -2.145
H 3.334 -5.412 -1.666
H -0.258 1.400 -3.259
H -0.574 -2.590 1.922
H 2.755 5.640 0.891
H 3.657 -2.753 2.649
H -1.256 -3.379 -1.519

Calculated values
* ⟨S²⟩: 0.755
* Kohn-Sham gap (alpha / beta): 0.244 / 0.241 Eh
* spin multiplicity: 2
* net charge: +1
* energy relative to the best compared isomer or geometry (same formula, charge and spin): 16.688 eV
* HOMO (alpha / beta): -10.191 / -9.992 eV

---

C33H46F24N8O17S8 | wB97M-V/def2-TZVPD

Element x y z (Å)
S 6.858 0.463 0.082
S -4.704 -0.864 0.317
S 5.364 -1.493 0.149
S -0.655 -4.673 -2.744
S -0.048 -2.559 -3.991
S 0.088 8.015 -1.438
S -3.982 -2.336 2.417
S 1.134 5.970 -2.811
F 6.014 -4.089 -0.362
F -1.460 -3.241 2.442
F -0.980 4.860 -4.191
F 0.522 -0.217 -2.797
F -2.438 7.529 -1.826
F 9.287 1.096 -0.797
F -0.765 -6.583 -0.901
F -0.072 -0.028 -4.871
F -1.572 -0.469 -3.432
F -3.203 1.214 -0.400
F -1.595 6.090 -0.512
F 8.836 1.808 1.211
F 0.702 -4.949 -0.523
F -1.936 -1.786 3.955
F -1.931 8.137 0.211
F -3.805 1.148 1.712
F 3.922 -3.554 -0.764
F 0.691 5.463 -5.337
F -1.437 -4.660 -0.209
F 0.825 3.650 -4.139
F 5.407 -2.867 -2.111
F -5.199 1.747 0.197
F -2.617 -3.825 4.208
F 9.290 -0.280 0.899
O -6.051 -1.009 0.808
O 1.357 -2.736 -4.288
O 0.512 -5.198 -3.414
O 2.488 6.183 -3.280
O 5.161 -1.859 1.548
O 6.491 1.234 -1.083
O -0.146 9.453 -1.588
O -4.695 -1.476 3.325
O 4.279 -0.655 -0.354
O -4.743 -3.547 2.113
O -4.537 -1.111 -1.096
O 0.097 1.225 0.121
O -1.915 -5.166 -3.271
O 1.078 5.161 -1.618
O -0.954 -2.987 -5.048
O 6.146 0.888 1.283
O 1.056 7.706 -0.414
N -3.377 -1.576 1.123
N -3.581 -4.087 -2.433
N 6.773 -1.194 -0.279
N 0.320 7.412 -2.860
N 3.715 6.783 2.782
N -0.609 -3.124 -2.480
N -6.330 -10.030 0.006
N -0.814 -1.330 -0.087
C -4.824 -6.371 -1.425
C 4.039 5.313 2.415
C -5.439 -9.368 0.783
C -2.375 -2.865 3.321
C 5.189 -3.130 -0.831
C -1.567 7.392 -0.825
C 2.308 7.192 2.364
C -4.092 -5.018 -3.258
C 1.054 0.215 0.311
C -4.168 0.936 0.448
C 4.656 7.773 2.114
C -0.298 -0.687 -3.744
C 1.156 -2.090 1.321
C 8.728 0.805 0.376
C -4.350 -5.365 -0.576
C -3.719 -4.239 -1.104
C 0.270 -0.932 0.921
C -4.606 -6.203 -2.777
C -3.036 -2.857 -3.025
C 3.877 7.079 4.261
C 0.373 4.892 -4.182
C 2.751 6.373 5.102
C -6.845 -9.520 -1.134
C 0.685 2.363 -0.562
C 4.236 3.600 0.531
C 1.324 6.684 4.591
C -4.908 -8.190 0.313
C -0.517 -5.288 -0.947
C -5.410 -7.593 -0.854
C -6.820 -11.373 0.475
C 3.602 4.906 1.012
C 1.208 6.414 3.062
C -6.357 -8.322 -1.604
H 2.782 6.833 6.091
H -4.377 -5.470 0.499
H -1.671 -1.622 0.393
H 2.385 7.141 1.279
H -0.100 3.004 -0.963
H -2.340 -3.047 -3.843
H -2.405 -2.443 -2.244
H 2.513 4.855 0.978
H 4.639 7.641 1.033
H 3.823 8.140 4.494
H 1.767 0.529 1.078
H 0.611 6.034 5.095
H 1.385 2.910 0.061
H -1.156 -0.553 -0.657
H 3.459 4.764 3.153
H -0.222 -0.560 1.821
H -3.964 -4.829 -4.313
H 2.997 5.314 5.140
H 5.309 3.742 0.654
H 5.632 7.420 2.444
H 2.006 -1.806 1.932
H 3.891 3.382 -0.477
H 4.828 6.650 4.576
H -6.460 -11.638 1.467
H -4.241 -7.565 0.890
H 1.558 -0.111 -0.603
H 3.902 2.766 1.150
H 1.094 2.018 -1.515
H 1.086 7.741 4.713
H 4.384 8.775 2.424
H 5.117 5.283 2.569
H -7.902 -11.283 0.525
H 0.215 6.640 2.676
H -6.804 -7.996 -2.532
H 2.249 8.251 2.623
H -5.164 -9.773 1.744
H 0.693 -2.947 1.800
H -4.942 -6.930 -3.504
H -7.576 -10.167 -1.596
H 1.261 5.335 2.896
H -0.498 -1.997 -0.794
H 3.868 5.668 0.274
H -6.456 -12.210 -0.118
H -3.884 -2.253 -3.336
H 1.697 -2.358 0.407
H -3.374 -3.481 -0.412

Calculated values
* Kohn-Sham gap: 0.158 Eh
* spin multiplicity: 1
* energy relative to the best compared isomer or geometry (same formula, charge and spin): 0.000 eV
* HOMO: -8.085 eV

---

C33H46HgN4O3P4 | wB97M-V/def2-TZVPD

Element x y z (Å)
Hg 0.156 -1.773 2.748
P -0.181 1.837 2.749
P -1.464 -1.304 -0.919
P 2.540 0.694 2.465
P -0.006 -2.151 -3.438
O -0.723 0.469 2.931
O 2.017 -0.565 1.869
O 1.449 1.821 2.789
N -0.468 2.600 1.329
N -0.620 2.863 3.934
N 3.261 0.405 3.923
N 3.507 1.491 1.409
C 4.522 0.701 0.721
C -5.561 -0.663 -0.844
C -5.731 -0.113 0.417
C 0.055 2.003 0.103
C 2.881 0.503 -2.294
C -1.699 3.357 1.131
C 1.092 1.823 -3.201
C -1.563 -2.551 -5.735
C 0.162 -1.216 -7.438
C -3.369 -0.300 0.801
C 3.395 -0.941 4.456
C -2.231 -5.141 0.400
C -1.350 2.402 5.106
C 0.132 -4.766 0.575
C 2.142 -0.650 -2.528
C -0.045 -3.466 0.119
C -3.186 -0.863 -0.462
C -1.004 -1.776 -7.938
C 0.361 0.673 -3.438
C 0.878 -0.578 -3.102
C 0.464 -1.319 -6.090
C -4.630 0.066 1.241
C 0.020 4.161 4.066
C 3.858 2.896 1.556
C -2.408 -3.846 -0.051
C -0.961 -5.604 0.717
C -1.660 -1.745 -2.699
C 3.355 1.458 4.921
C -1.863 -2.449 -7.083
C -0.408 -1.967 -5.217
C -1.318 -2.991 -0.201
C -4.298 -1.028 -1.285
C 2.356 1.739 -2.629
H 0.819 -2.825 -0.027
H 0.766 4.149 4.866
H -2.161 3.099 5.327
H 3.381 2.437 4.447
H -2.235 -3.099 -5.088
H -6.418 -0.811 -1.487
H 0.841 -0.696 -8.100
H 0.810 1.245 0.319
H 3.871 0.431 -1.865
H -0.826 -6.617 1.067
H -4.194 -1.453 -2.274
H 1.126 -5.128 0.799
H -2.767 -2.900 -7.467
H 4.637 1.077 -0.297
H 0.512 2.773 -0.521
H 5.487 0.763 1.230
H 3.077 3.432 2.085
H -4.749 0.502 2.223
H 3.344 -1.670 3.653
H 3.967 3.341 0.565
H -0.729 4.919 4.304
H -0.744 1.517 -0.459
H -1.771 1.418 4.913
H 4.805 3.016 2.090
H -1.474 4.303 0.635
H -2.309 -2.618 -2.810
H -3.085 -5.798 0.493
H -6.716 0.177 0.754
H -2.403 2.793 0.513
H 0.687 2.787 -3.479
H 2.616 -1.162 5.190
H -3.404 -3.490 -0.279
H 4.210 -0.339 0.666
H -1.237 -1.696 -8.990
H 2.507 1.429 5.611
H -2.516 -0.138 1.445
H 2.934 2.638 -2.464
H 2.554 -1.618 -2.277
H -0.695 2.345 5.980
H -2.110 -0.892 -3.215
H 4.362 -1.044 4.950
H -2.173 3.573 2.085
H 1.383 -0.887 -5.716
H 0.505 4.435 3.132
H 4.273 1.332 5.497
H -0.611 0.748 -3.909

Calculated values
* ⟨S²⟩: 0.753
* Kohn-Sham gap (alpha / beta): 0.307 / 0.186 Eh
* spin multiplicity: 2
* net charge: +1
* HOMO (alpha / beta): -10.138 / -10.142 eV

---

| no. | E (Eh) | strongest force on any atom (eV/Å) |
| --- | --- | --- |
| 1 | -3826.5255 | 4.06 |
| 2 | -8584.0987 | 6.45 |
| 3 | -3248.6234 | 0.82 |